[1]
A structure of composition C40H61AsBClI2KN7O, computed with ωB97M-V with the def2-TZVPD basis set.

Structure (XYZ):
```
115
Properties=species:S:1:pos:R:3:forces:R:3
K -0.69260 0.84543 -0.62137 -0.1 -1.0 0.0
C 1.76483 -1.75176 4.50373 0.0 0.0 0.0
C 1.67847 -0.66324 3.48234 -0.1 0.0 -0.1
C 2.59980 0.32763 3.22308 0.0 0.0 0.0
C 2.03373 1.08770 2.17792 0.0 0.0 0.0
N 0.86150 0.57762 1.82246 0.1 0.0 0.2
N 0.63965 -0.49021 2.63229 -0.1 0.0 -0.2
B -0.75328 -1.18544 2.73931 0.0 0.0 0.0
N -1.05341 -2.27059 1.66659 0.0 0.2 0.0
N -1.42350 -1.96686 0.39386 0.0 -0.1 0.0
C -1.86648 -3.09096 -0.15245 0.0 0.0 -0.1
C -1.75869 -4.15585 0.76817 -0.1 0.0 0.0
C -1.24745 -3.58751 1.91417 0.0 0.1 0.0
C -0.97184 -4.25479 3.22438 0.0 0.0 0.0
C -2.44490 -3.12845 -1.55540 0.0 0.0 0.0
C -3.55731 -2.08126 -1.68593 0.0 0.0 0.1
C -1.36518 -2.83498 -2.59990 0.0 -0.1 0.0
C -3.03182 -4.51540 -1.82661 0.0 0.0 0.0
N -1.89972 -0.14324 2.81793 0.1 0.0 -0.1
N -2.38112 0.52662 1.73600 0.0 -0.1 0.2
C -3.40618 1.24541 2.15954 0.0 0.0 0.0
C -3.59100 1.06602 3.55084 -0.1 0.0 0.0
C -2.61208 0.17349 3.92458 0.1 0.0 -0.1
C -2.32648 -0.37617 5.28553 0.0 0.0 0.0
C -4.25225 2.09372 1.23346 0.0 0.0 0.0
C -4.14854 3.56315 1.66060 0.0 0.0 0.0
C -3.80862 1.95972 -0.22441 0.1 -0.1 0.1
C -5.71176 1.63560 1.35633 0.0 0.0 0.0
C 2.61722 2.32152 1.51927 0.0 -0.1 0.0
C 3.54342 1.90811 0.36800 0.0 0.0 0.0
C 1.50197 3.20634 0.96778 0.0 0.0 0.0
C 3.42703 3.11306 2.54976 0.0 0.0 0.0
H 2.70839 -1.65386 5.04258 0.0 0.0 0.0
H 1.73856 -2.74248 4.04557 0.0 0.0 0.0
H 0.94589 -1.70684 5.22408 0.0 0.0 0.0
H 3.54181 0.47073 3.72862 0.0 0.0 0.0
H -0.73702 -1.76574 3.79317 0.0 0.0 -0.1
H -2.02350 -5.19288 0.63299 0.0 0.0 0.0
H -1.17387 -5.32180 3.12214 0.0 0.0 0.0
H -1.60076 -3.86104 4.02476 0.0 0.0 0.0
H 0.06532 -4.13400 3.54095 0.0 0.0 0.0
H -3.14729 -1.07381 -1.62437 0.0 0.0 0.0
H -4.30685 -2.21605 -0.89899 0.0 0.0 0.0
H -4.03881 -2.16593 -2.66430 0.0 0.0 0.0
H -0.94677 -1.83784 -2.45748 0.0 0.0 0.0
H -1.78858 -2.83437 -3.60781 0.0 0.0 0.0
H -0.56941 -3.58817 -2.55642 0.0 0.0 0.0
H -3.81440 -4.76755 -1.10451 0.0 0.0 0.0
H -2.25986 -5.29025 -1.78202 0.0 0.0 0.0
H -3.46986 -4.53242 -2.82807 0.0 0.0 0.0
H -4.33176 1.51370 4.19625 0.0 0.0 0.0
H -3.03823 0.04920 5.99435 0.0 0.0 0.0
H -1.31728 -0.12544 5.62136 0.0 0.0 0.0
H -2.41689 -1.46347 5.31508 0.0 0.0 0.0
H -3.12032 3.91801 1.56292 0.0 0.0 0.0
H -4.46485 3.69414 2.69990 0.0 0.0 0.0
H -4.78104 4.18885 1.02242 0.0 0.0 0.0
H -2.82337 2.40043 -0.37607 -0.1 0.1 -0.1
H -4.50414 2.49081 -0.87874 0.0 0.0 0.0
H -3.77919 0.91001 -0.52862 0.0 0.1 0.0
H -6.07913 1.74116 2.38127 0.0 0.0 0.0
H -5.80748 0.58636 1.06713 0.0 0.0 0.0
H -6.34891 2.23455 0.69814 0.0 0.0 0.0
H 2.99793 1.29138 -0.34675 0.0 0.0 0.0
H 4.40049 1.33827 0.74013 0.0 0.0 0.0
H 3.91396 2.79180 -0.16207 0.0 0.0 0.0
H 0.95155 2.70724 0.17367 0.1 0.1 0.0
H 1.92377 4.12237 0.54281 0.0 0.0 0.0
H 0.78893 3.47419 1.75072 0.0 0.0 0.0
H 4.26909 2.53118 2.93458 0.0 0.0 0.0
H 2.80034 3.40937 3.39495 0.0 0.0 0.0
H 3.82823 4.01756 2.08326 0.0 0.0 0.0
Cl 1.98122 7.03920 -4.71202 0.0 0.0 0.0
C 1.16122 5.86346 -3.68958 0.1 -0.1 0.0
C 0.00699 6.22274 -3.05313 -0.1 -0.1 0.1
C -0.66830 5.31516 -2.23367 0.0 0.0 -0.1
I -2.42763 5.91261 -1.28103 0.0 0.0 0.0
C -0.24262 3.98342 -2.00730 0.1 0.1 -0.1
O -0.84396 3.15119 -1.29481 0.0 0.7 -0.1
C 1.02446 3.63973 -2.68668 0.0 0.0 0.0
N 1.50788 2.39443 -2.45614 -0.2 0.2 0.0
C 2.61571 2.02516 -3.04402 0.0 0.0 0.0
C 3.34231 2.85625 -3.91507 0.0 -0.2 0.0
C 2.88765 4.11967 -4.14798 0.0 0.1 0.0
C 1.70226 4.56445 -3.52508 0.0 0.0 0.0
H -0.38466 7.22228 -3.19038 0.0 0.0 0.0
H 2.97280 1.02412 -2.82279 0.0 0.0 0.0
H 4.24558 2.49096 -4.38755 0.0 0.0 0.0
H 3.42135 4.78998 -4.80857 0.0 0.0 0.0
C 4.37583 -1.63347 0.43968 0.0 0.0 0.0
C 4.02675 -1.45681 -1.03732 0.1 0.0 0.1
As 2.07479 -1.46986 -1.33908 -0.1 0.0 0.0
C 1.70104 -3.16811 -0.41604 0.0 -0.1 0.0
C 2.50634 -4.41953 -0.75805 -0.1 0.0 0.0
C 2.04957 -1.87429 -3.26980 0.0 -0.1 0.0
C 2.92769 -2.97292 -3.85911 0.0 0.0 0.0
H 5.44129 -1.45630 0.61906 0.0 0.0 0.0
H 4.15133 -2.64724 0.77980 0.0 0.0 0.0
H 3.81074 -0.94841 1.07580 0.0 0.0 0.0
H 4.51300 -2.22325 -1.64188 0.0 0.0 0.0
H 4.38518 -0.48938 -1.39800 0.0 0.0 0.0
H 0.63328 -3.34656 -0.52718 0.0 0.0 0.0
H 1.82839 -2.90142 0.63665 0.0 0.0 0.0
H 2.10799 -4.91526 -1.64406 0.0 0.0 0.0
H 2.46185 -5.14091 0.06349 0.0 0.0 0.0
H 3.56017 -4.20545 -0.95011 0.0 0.0 0.0
H 2.28980 -0.91728 -3.73730 0.0 0.0 0.0
H 1.00255 -2.03837 -3.52522 0.0 0.0 0.0
H 3.98555 -2.83372 -3.62407 0.0 0.0 0.0
H 2.83277 -2.97047 -4.94924 0.0 0.0 0.0
H 2.63868 -3.96259 -3.50830 0.0 0.0 0.0
I -1.07481 -0.36938 -5.57420 0.0 0.0 -0.1
C -1.71137 0.54932 -3.65354 0.0 -0.1 0.5
H -2.50816 1.21695 -4.00461 0.0 0.0 -0.1
H -0.86063 1.21808 -3.47101 0.1 0.1 -0.2
```
Forces are in eV/Å.

Calculated values
2S+1: 1
HOMO-LUMO gap (eV): 4.85
Total charge: -2
HOMO (eV): -1.01

***

[2]
A structure of composition C59H55N3O7S3TeTi, computed with ωB97M-V with the def2-TZVPD basis set.

Structure (XYZ):
```
129
Properties=species:S:1:pos:R:3:forces:R:3
Ti -1.06941 0.09409 0.57733 0.6 0.3 0.0
O -4.39435 -1.96401 1.78842 0.0 0.0 0.0
C -3.53729 -1.01770 1.35201 0.0 0.0 0.0
O -2.27686 -1.21187 1.51677 0.0 0.0 0.0
C -4.01630 0.16613 0.79266 0.0 -0.1 -0.1
C -5.35353 0.61310 0.88689 0.0 0.0 0.0
C -5.59448 1.93188 0.64411 0.0 0.0 0.0
C -4.53434 2.79182 0.29368 0.0 0.0 0.0
C -3.26422 2.28012 0.11164 0.0 0.0 0.0
N -3.01535 0.96845 0.29272 0.0 0.0 0.1
C -2.16661 3.16328 -0.48238 0.0 0.0 0.0
O -2.78567 4.44018 -0.63421 0.0 0.0 0.0
O -0.99194 1.45576 -1.66811 0.0 0.0 0.1
H -3.85176 -2.68644 2.13017 0.0 0.0 0.0
H -6.12324 -0.07261 1.21129 0.0 0.0 0.0
H -6.59699 2.33069 0.73849 0.0 0.0 0.0
H -4.69985 3.84191 0.12674 0.0 0.0 0.0
H -2.09596 5.02784 -0.97158 0.0 0.0 0.0
S 1.46282 0.62697 0.00632 -0.1 0.0 0.0
C 1.55560 -0.62636 1.12168 -0.1 0.0 0.0
N 0.44182 -1.08421 1.66465 -0.2 -0.1 0.0
C 0.66316 -2.11627 2.56386 0.0 0.0 0.0
C -0.29514 -2.77442 3.33112 0.0 0.0 0.0
C 0.11462 -3.76182 4.20892 0.0 0.0 0.0
C 1.46178 -4.10224 4.33801 0.0 0.0 0.0
C 2.42412 -3.44843 3.58760 0.0 0.0 0.0
C 2.01499 -2.45735 2.70669 0.0 0.0 0.0
S 2.99427 -1.45351 1.67133 0.0 0.0 0.0
H -1.33150 -2.48982 3.23283 0.0 0.0 0.0
H -0.62366 -4.27474 4.81238 0.0 0.0 0.0
H 1.75913 -4.87540 5.03428 0.0 0.0 0.0
H 3.47212 -3.69905 3.68890 0.0 0.0 0.0
C 3.26724 -1.76213 -10.60112 0.1 0.0 0.0
C 3.10877 -0.96793 -9.32951 0.1 0.0 0.1
O 2.62197 0.12510 -9.27850 -0.1 0.0 0.0
S 3.73873 -1.84807 -7.88937 -0.1 -0.1 0.0
C 2.77901 -1.11103 -6.59232 0.1 0.1 0.0
C 3.04083 0.17884 -6.14628 0.0 0.0 0.0
C 2.25845 0.73524 -5.14909 0.0 0.0 0.0
C 1.20888 0.01050 -4.57949 -0.1 0.0 0.0
C 0.97141 -1.29452 -5.02092 0.0 0.0 0.0
C 1.74911 -1.85066 -6.02089 0.0 0.0 0.0
C 0.38536 0.58490 -3.55795 0.1 -0.1 0.1
C -0.29181 1.01402 -2.66401 -0.1 0.1 -0.1
H 3.12462 -1.11185 -11.46074 0.0 0.0 0.0
H 2.51910 -2.55563 -10.60445 0.0 0.0 0.0
H 4.24731 -2.23984 -10.63730 0.0 0.0 0.0
H 3.85516 0.74210 -6.58123 0.0 0.0 0.0
H 2.45709 1.73696 -4.79208 0.0 0.0 0.0
H 0.17485 -1.87019 -4.56836 0.0 0.0 0.0
H 1.55769 -2.86187 -6.35754 0.0 0.0 0.0
C 0.00834 -6.22795 -4.94830 0.0 0.0 0.0
C -0.44948 -5.07662 -4.09589 0.0 0.0 0.0
C 0.41693 -4.42988 -3.22237 0.0 0.0 0.0
C 0.02648 -3.37182 -2.41589 0.0 -0.1 0.0
C 1.05271 -2.74318 -1.51605 0.0 0.0 0.0
C -1.32178 -2.91299 -2.47701 0.0 0.0 0.0
C -1.81588 -1.81523 -1.72910 0.0 0.1 -0.1
O -1.10624 -1.08192 -0.91711 -0.1 -0.2 0.3
C -2.22103 -3.58564 -3.36108 0.0 0.0 0.0
C -3.66005 -3.15906 -3.47164 0.0 0.0 0.0
C -1.77187 -4.63158 -4.13988 0.0 0.0 0.0
H 1.09543 -6.31281 -4.94027 0.0 0.0 0.0
H -0.31240 -6.10811 -5.98560 0.0 0.0 0.0
H -0.40059 -7.17735 -4.59140 0.0 0.0 0.0
H 1.45184 -4.75522 -3.17224 0.0 0.0 0.0
H 2.02539 -3.20998 -1.67775 0.0 0.0 0.0
H 0.78196 -2.86514 -0.46412 0.0 0.0 0.0
H 1.14535 -1.67047 -1.68963 0.0 0.0 0.0
H -2.84581 -1.49732 -1.87257 0.0 0.0 0.0
H -4.15929 -3.16244 -2.49961 0.0 0.0 0.0
H -4.20374 -3.83313 -4.13333 0.0 0.0 0.0
H -3.74933 -2.14598 -3.87336 0.0 0.0 0.0
H -2.47385 -5.12148 -4.80885 0.0 0.0 0.0
C 4.05694 1.22405 8.81659 0.0 0.0 0.0
C 3.04727 1.20244 7.69969 0.0 0.0 0.0
C 1.70550 0.95245 7.95020 0.0 0.0 0.0
C 0.75981 0.94002 6.92785 0.0 0.0 0.0
C -0.68040 0.66233 7.27501 0.0 0.0 0.0
C 1.17750 1.20107 5.61825 0.1 0.0 -0.1
Te -0.26894 1.04148 3.99199 -0.3 -0.1 0.1
N -1.01906 1.52419 1.86871 0.5 -0.2 -0.1
C -0.43647 2.71745 1.51755 -0.3 0.1 0.0
O 0.45756 3.22069 2.22334 0.0 0.0 0.0
C -0.85212 3.32787 0.25047 0.0 0.0 -0.1
C 0.09504 4.19719 -0.28760 0.0 0.0 0.0
C 0.21271 4.78552 -1.54169 0.0 0.0 0.0
C -0.51376 4.49239 -2.72049 0.0 0.0 0.0
C -1.47254 3.55074 -2.93551 0.0 0.0 0.0
C -1.94487 2.59892 -1.93551 0.0 0.0 0.0
C -1.48486 2.63956 4.67437 0.0 0.0 0.0
C -0.96977 3.86736 5.10577 0.0 0.0 0.0
C 0.49703 4.19693 5.16339 0.0 0.0 0.0
C -1.86950 4.85818 5.50036 0.0 0.0 0.0
C -3.24050 4.67298 5.47134 0.0 0.0 0.0
C -4.18701 5.76900 5.88034 0.0 0.0 0.0
C -3.72461 3.44646 5.03719 0.0 0.0 0.0
C -2.87243 2.42486 4.64109 0.0 0.0 0.0
C -3.47874 1.13481 4.16044 0.0 0.0 0.0
C 2.52455 1.44837 5.33878 0.0 0.0 0.0
C 3.03283 1.72885 3.94743 0.0 0.0 0.0
C 3.43760 1.44243 6.38973 0.0 0.0 0.0
H 3.60543 0.92214 9.76158 0.0 0.0 0.0
H 4.47357 2.22484 8.94816 0.0 0.0 0.0
H 4.88932 0.54961 8.60795 0.0 0.0 0.0
H 1.38177 0.75517 8.96767 0.0 0.0 0.0
H -0.76494 0.31407 8.30463 0.0 0.0 0.0
H -1.10708 -0.10081 6.61984 0.0 0.0 0.0
H -1.29440 1.55884 7.16405 0.0 0.0 0.0
H 0.88814 4.43831 0.41115 0.0 0.0 0.0
H 1.01837 5.50189 -1.65322 0.0 0.0 0.0
H -0.25457 5.10147 -3.58320 0.0 0.0 0.0
H -1.93615 3.49289 -3.91137 0.0 0.0 0.0
H -2.85031 2.09862 -2.28209 0.0 0.0 0.0
H 1.00939 3.82886 4.27719 0.0 0.0 0.0
H 0.96681 3.76334 6.04817 0.0 0.0 0.0
H 0.62639 5.27866 5.20815 0.0 0.0 0.0
H -1.47139 5.81438 5.82395 0.0 0.0 0.0
H -3.64432 6.65045 6.22097 0.0 0.0 0.0
H -4.84370 5.44079 6.68853 0.0 0.0 0.0
H -4.82165 6.06665 5.04336 0.0 0.0 0.0
H -4.79622 3.27862 4.99461 0.0 0.0 0.0
H -4.55795 1.13691 4.31330 0.0 0.0 0.0
H -3.05673 0.26996 4.67753 0.0 0.0 0.0
H -3.28325 1.00256 3.09558 0.0 0.0 0.0
H 2.25738 2.10707 3.27913 0.0 0.0 0.0
H 3.44377 0.82076 3.49934 0.0 0.0 0.0
H 3.83493 2.46816 3.98068 0.0 0.0 0.0
H 4.48359 1.64146 6.17438 0.0 0.0 0.0
```
Forces are in eV/Å.

Calculated values
2S+1: 4
HOMO-LUMO gap (spin up / spin down) (eV): 5.41 / 5.05
Total charge: -1
HOMO (spin up / spin down) (eV): -3.38 / -3.88

***

[3]
A cluster of 2 separate species, C8H14N2S in total in a non-equilibrium geometry, computed with ωB97M-V with the def2-TZVPD basis set.

Structure (XYZ):
```
25
Properties=species:S:1:pos:R:3:forces:R:3
C -1.29158 -2.27805 -0.43799 4.5 -0.9 -1.7
C -0.32264 -1.42985 0.38172 -0.3 0.0 1.1
N -0.51022 -0.02539 0.00300 -0.1 0.6 0.4
C -0.30382 0.35399 -1.42134 -0.6 -1.8 -0.9
C 0.20843 1.77493 -1.39181 1.4 -1.1 2.5
C 0.50375 2.03542 0.05039 -1.3 -3.0 1.1
C 0.13837 0.97036 0.77975 -0.9 -2.0 0.2
C 0.26198 0.52854 2.24270 -1.7 -0.5 -1.6
H -1.22396 -2.22933 -1.56713 0.6 0.1 1.2
H -1.01373 -3.25940 -0.11856 -0.3 -1.1 -0.2
H -2.25859 -2.13159 -0.27242 -4.1 1.0 1.3
H -0.52813 -1.61386 1.51347 -0.3 0.7 -2.0
H 0.75346 -1.82850 0.38173 -1.0 0.6 -0.9
H -1.27373 0.40486 -2.11215 2.0 -1.0 1.6
H 0.45936 -0.46188 -1.71129 -1.0 1.5 -0.8
H -0.46150 2.44007 -1.72306 -2.9 2.3 -1.4
H 1.07691 2.00535 -1.89929 2.0 -0.1 -1.7
H 0.96606 2.78751 0.55412 1.3 2.5 0.6
H 0.99574 -0.26608 2.39783 -0.6 -0.3 -0.1
H -0.75302 0.39942 2.73059 1.1 -0.6 -0.8
H 0.63165 1.31299 2.74174 1.6 3.1 2.0
N 3.10583 0.67281 -0.54349 0.5 -0.2 0.3
C 4.19613 0.27337 -0.26591 -2.1 0.9 -1.3
S 5.68722 -0.05410 -0.35192 2.4 -0.8 0.6
H 2.15160 0.54498 -0.29842 -0.6 0.1 0.5
```
Forces are in eV/Å.

Calculated values
2S+1: 1
SMILES: CCN1CCC=C1C.N=C=S
HOMO-LUMO gap (eV): 8.49
Total charge: 0
HOMO (eV): -7.79

***

Relative energy (zero: lowest compared OMol25 entry of this formula, charge and spin) values (in kcal/mol) by entry order: 2.1, 50.2, 76.0.